{"formula": "C11H19INO2", "method": "the ωB97M-V functional and the def2-TZVPD basis", "total_charge": 1, "e_tot_ha": -933.24157, "homo_energy_ev": -13.008, "lumo_energy_ev": -4.05, "fmax_ev_per_a": 0.462, "spin_multiplicity": 1, "species": ["C", "C", "C", "I", "N", "C", "C", "C", "C", "H", "H", "H", "H", "H", "H", "H", "H", "H", "H", "H", "H", "H", "O", "C", "O", "C", "C", "C", "H", "H", "H", "H", "H", "H"], "xyz": [[0.702, -0.436, -1.520], [0.628, 0.987, -0.981], [-0.548, 1.858, -1.411], [-0.403, 2.604, -3.404], [-1.861, 1.223, -1.245], [-2.716, 1.563, -0.354], [-3.944, 0.721, -0.416], [-3.361, -0.528, -1.100], [-2.428, 0.136, -2.097], [1.676, -0.863, -1.281], [-0.055, -1.083, -1.072], [0.579, -0.469, -2.604], [0.610, 0.978, 0.112], [1.523, 1.529, -1.286], [-0.576, 2.736, -0.773], [-2.504, 2.369, 0.338], [-4.404, 0.566, 0.555], [-4.648, 1.240, -1.081], [-2.737, -1.028, -0.355], [-4.073, -1.226, -1.528], [-1.676, -0.478, -2.573], [-2.998, 0.645, -2.882], [0.794, 0.645, 2.315], [1.748, -0.083, 2.247], [2.962, 0.371, 1.881], [3.897, -0.722, 1.756], [3.312, -1.843, 2.609], [1.814, -1.581, 2.478], [3.961, -0.993, 0.700], [4.868, -0.367, 2.089], [3.627, -2.829, 2.278], [3.620, -1.717, 3.646], [1.380, -2.074, 1.605], [1.229, -1.851, 3.354]], "forces_ev_per_angstrom": [[-0.2, 0.0, -0.1], [0.0, 0.0, 0.0], [-0.1, 0.1, 0.0], [0.0, -0.1, -0.1], [0.0, -0.1, 0.1], [0.0, 0.0, 0.1], [0.1, -0.1, 0.0], [0.2, 0.2, 0.2], [-0.2, 0.1, -0.4], [0.0, 0.0, 0.0], [0.0, 0.0, 0.0], [0.1, 0.0, 0.0], [0.1, 0.0, 0.0], [0.0, 0.1, 0.1], [0.1, 0.1, -0.1], [0.0, 0.1, 0.0], [0.0, 0.0, 0.0], [-0.1, 0.0, 0.1], [-0.2, -0.3, -0.1], [-0.1, 0.1, 0.0], [0.2, 0.0, 0.2], [0.1, -0.1, 0.0], [-0.1, -0.1, 0.0], [0.0, -0.1, -0.1], [-0.1, 0.0, -0.1], [0.0, -0.1, 0.0], [0.0, 0.0, 0.0], [0.1, 0.1, 0.1], [0.0, 0.0, 0.0], [0.0, 0.0, 0.0], [0.0, 0.0, 0.0], [0.0, 0.0, 0.0], [0.0, 0.0, 0.0], [-0.1, 0.0, 0.0]]}


{"formula": "C21H29AsN6O3S3V", "method": "the ωB97M-V functional and the def2-TZVPD basis", "e_tot_ha": -5746.29555, "homo_energy_ev": [-7.552, -7.553], "s_squared": 1.124, "lumo_energy_ev": [-0.93, -1.09], "fmax_ev_per_a": 2.956, "spin_multiplicity": 2, "species": ["V", "N", "C", "N", "C", "N", "N", "C", "N", "C", "C", "C", "C", "C", "N", "H", "H", "H", "H", "H", "H", "H", "H", "C", "As", "C", "C", "S", "H", "H", "H", "H", "H", "H", "H", "H", "H", "C", "C", "C", "C", "C", "C", "C", "C", "C", "C", "H", "H", "H", "H", "H", "H", "H", "H", "H", "H", "H", "H", "O", "S", "O", "O", "S"], "xyz": [[-0.177, -0.744, 0.839], [-1.876, -3.523, 1.343], [-0.783, -3.645, 0.586], [-0.621, -4.796, -0.052], [0.442, -4.887, -0.839], [0.584, -6.008, -1.559], [1.393, -3.945, -0.963], [1.192, -2.851, -0.272], [0.136, -2.627, 0.545], [2.125, -1.736, -0.346], [3.336, -1.785, -1.023], [4.122, -0.652, -1.054], [3.661, 0.491, -0.407], [2.452, 0.457, 0.255], [1.693, -0.645, 0.310], [-2.574, -4.227, 1.168], [-2.207, -2.576, 1.487], [-0.180, -6.660, -1.566], [1.274, -6.027, -2.288], [3.606, -2.708, -1.516], [5.070, -0.645, -1.573], [4.230, 1.409, -0.437], [2.026, 1.335, 0.728], [-2.599, 3.072, -1.840], [-2.098, 3.331, 0.019], [-3.368, 2.441, 1.183], [-2.755, 5.173, 0.186], [-0.140, 3.448, 0.743], [-3.670, 3.260, -1.895], [-2.404, 2.069, -2.195], [-2.057, 3.794, -2.448], [-4.338, 2.432, 0.689], [-3.416, 3.014, 2.108], [-3.063, 1.422, 1.395], [-3.840, 5.213, 0.081], [-2.292, 5.784, -0.588], [-2.465, 5.568, 1.157], [0.336, 0.956, 4.779], [0.702, -0.156, 3.779], [2.236, -0.187, 3.605], [0.148, 0.127, 2.401], [0.179, -1.470, 4.356], [-1.116, -1.884, 4.056], [-1.638, -3.047, 4.604], [-0.876, -3.808, 5.476], [0.395, -3.378, 5.822], [0.914, -2.215, 5.275], [0.757, 1.910, 4.458], [0.728, 0.711, 5.768], [-0.747, 1.061, 4.855], [2.561, 0.703, 3.067], [2.529, -1.073, 3.040], [2.738, -0.194, 4.574], [-0.073, 1.196, 2.256], [-1.721, -1.258, 3.410], [-2.647, -3.355, 4.362], [-1.275, -4.724, 5.892], [0.980, -3.952, 6.530], [1.898, -1.885, 5.582], [-2.073, -1.935, -1.179], [-2.266, -0.619, -0.606], [-3.440, 0.100, -1.024], [-2.173, -0.693, 0.900], [-0.600, 0.464, -1.045]], "forces_ev_per_angstrom": [[-0.5, 2.0, 2.1], [0.2, 0.2, -0.2], [0.0, -0.3, 0.2], [0.0, -0.1, -0.2], [-0.4, -0.1, 0.3], [0.1, 0.1, 0.0], [0.5, 0.5, -0.2], [-0.6, -1.0, 0.2], [0.1, -2.0, -0.5], [0.8, 0.5, 0.1], [-0.3, -0.3, 0.0], [-0.1, 0.2, 0.2], [0.2, -0.2, -0.2], [-0.2, 0.1, 0.1], [2.4, -0.2, -1.2], [0.0, 0.0, 0.0], [-0.1, 0.0, 0.1], [0.0, 0.0, 0.0], [0.0, 0.0, 0.0], [0.1, 0.0, 0.0], [0.0, 0.0, 0.0], [0.0, 0.0, 0.1], [0.1, 0.0, 0.0], [0.1, -0.3, 0.0], [-0.6, 1.3, 0.4], [0.1, -0.2, -0.2], [0.0, -0.2, 0.0], [0.3, -0.1, -0.1], [0.0, 0.1, 0.0], [0.0, -0.1, 0.0], [0.0, 0.1, 0.1], [0.0, 0.0, 0.0], [0.1, 0.1, -0.1], [0.0, -0.1, 0.0], [0.0, 0.0, 0.0], [0.0, -0.1, 0.0], [0.0, -0.1, 0.0], [0.0, 0.0, -0.2], [0.2, -0.1, 0.0], [-0.2, 0.0, 0.2], [0.0, 0.3, 1.1], [-0.1, 0.1, 0.0], [0.1, 0.0, 0.1], [0.0, 0.0, 0.0], [-0.1, 0.0, 0.0], [0.0, 0.0, 0.0], [0.0, 0.0, -0.1], [0.0, 0.0, 0.0], [0.0, 0.0, 0.0], [0.0, 0.0, 0.0], [0.0, 0.0, 0.0], [0.1, 0.0, 0.0], [0.1, 0.0, 0.0], [0.0, 0.0, -0.3], [0.0, -0.1, -0.1], [0.0, 0.0, 0.0], [0.0, 0.0, 0.0], [0.0, 0.0, 0.0], [0.0, 0.0, -0.1], [-0.2, -0.2, 0.0], [-1.4, 0.3, -1.7], [-0.1, 0.0, 0.1], [-0.6, -0.4, 0.2], [-0.1, 0.2, -0.5]]}


{"formula": "C3H8N3O4P", "method": "the ωB97M-V functional and the def2-TZVPD basis", "e_tot_ha": -925.49621, "e_above_lowest_kcal_mol": 178.9, "homo_energy_ev": -10.472, "lumo_energy_ev": -0.58, "fmax_ev_per_a": 4.520, "spin_multiplicity": 1, "species": ["C", "C", "C", "N", "N", "N", "O", "O", "O", "O", "P", "H", "H", "H", "H", "H", "H", "H", "H"], "xyz": [[0.758, 0.460, -1.263], [-1.057, -1.081, -1.851], [-0.796, 0.311, -1.399], [1.977, 1.133, 3.142], [1.756, 0.057, 2.123], [0.814, 0.702, 2.477], [-0.374, 0.932, 2.210], [-2.337, -1.048, 1.665], [-1.318, 0.559, -0.078], [0.188, -1.305, 1.119], [-1.123, -0.587, 1.012], [1.065, 0.182, -0.311], [1.281, -0.145, -1.993], [1.141, 1.533, -1.544], [-0.431, -1.511, -2.782], [-2.047, -1.384, -2.247], [-0.928, -1.851, -0.997], [-1.148, 1.127, -2.090], [2.579, 1.916, 2.807]], "forces_ev_per_angstrom": [[0.0, 2.8, -2.8], [-0.4, -4.1, -1.8], [2.4, 1.0, -0.7], [1.2, 0.7, 3.1], [1.2, -1.6, -0.7], [-0.5, 1.3, -1.6], [0.1, 0.5, 1.2], [-0.2, 0.5, -0.2], [-0.7, -0.7, -0.1], [-1.9, 0.5, -1.2], [1.4, -1.0, 1.0], [0.7, -0.4, 1.5], [0.0, -0.4, -0.1], [-0.9, -1.7, 0.9], [-0.7, 1.4, 2.3], [-0.1, 1.0, 0.5], [0.3, 1.2, -1.3], [-0.2, -1.0, 0.9], [-1.5, -0.1, -1.0]]}


{"formula": "C22H36MoN5O2S3Si", "method": "the ωB97M-V functional and the def2-TZVPD basis", "total_charge": 3, "e_tot_ha": -2835.59752, "e_above_lowest_kcal_mol": 29.9, "homo_energy_ev": [-16.818, -17.128], "s_squared": 2.233, "lumo_energy_ev": [-11.28, -10.18], "fmax_ev_per_a": 1.428, "spin_multiplicity": 3, "species": ["Mo", "C", "Si", "C", "C", "C", "C", "C", "C", "N", "C", "S", "H", "H", "H", "H", "H", "H", "H", "H", "H", "H", "H", "H", "C", "C", "S", "O", "C", "C", "H", "H", "H", "H", "H", "H", "H", "H", "H", "H", "N", "C", "O", "C", "C", "C", "C", "N", "C", "H", "H", "H", "H", "H", "H", "S", "C", "N", "C", "C", "C", "N", "H", "H", "H", "H", "H", "H", "H", "H"], "xyz": [[0.128, 0.080, -0.130], [4.296, -0.663, 4.464], [3.548, 0.996, 4.024], [1.795, 1.298, 4.666], [4.690, 2.405, 4.544], [3.324, 1.199, 2.108], [4.098, 2.095, 1.362], [3.756, 2.456, 0.058], [2.584, 1.972, -0.484], [1.853, 1.077, 0.193], [2.250, 0.648, 1.418], [1.229, -0.689, 1.904], [4.383, -0.741, 5.549], [5.295, -0.769, 4.041], [3.681, -1.495, 4.113], [1.819, 1.679, 5.688], [1.206, 0.379, 4.678], [1.269, 2.038, 4.057], [4.697, 2.455, 5.634], [4.343, 3.367, 4.162], [5.713, 2.227, 4.212], [4.984, 2.526, 1.812], [4.376, 3.131, -0.515], [2.211, 2.283, -1.452], [3.504, -3.297, -3.685], [2.844, -2.801, -2.406], [1.415, -1.757, -2.817], [1.154, -0.978, -1.503], [0.086, -3.022, -2.874], [-0.364, -3.495, -1.503], [4.396, -3.864, -3.424], [3.815, -2.476, -4.329], [2.849, -3.959, -4.252], [3.501, -2.148, -1.831], [2.504, -3.622, -1.776], [0.493, -3.844, -3.466], [-0.731, -2.565, -3.432], [0.408, -4.063, -0.987], [-1.230, -4.147, -1.608], [-0.654, -2.656, -0.862], [-5.485, -0.795, 2.270], [-4.520, -0.567, 1.381], [-4.438, -1.057, 0.264], [-3.424, 0.409, 1.766], [-3.559, 1.592, 2.492], [-2.485, 2.473, 2.546], [-1.314, 2.173, 1.871], [-1.184, 1.034, 1.179], [-2.216, 0.187, 1.155], [-6.243, -1.417, 2.026], [-5.458, -0.452, 3.214], [-4.495, 1.840, 2.977], [-2.570, 3.407, 3.083], [-0.471, 2.851, 1.865], [-2.083, -0.737, 0.570], [-0.833, 1.533, -1.919], [-2.175, 0.899, -2.841], [-2.818, -0.214, -2.507], [-3.995, -0.710, -3.247], [-4.672, 0.451, -3.954], [-3.646, 1.205, -4.781], [-2.517, 1.574, -3.917], [-2.646, -0.620, -1.607], [-4.662, -1.180, -2.527], [-3.671, -1.464, -3.967], [-5.111, 1.121, -3.213], [-5.475, 0.083, -4.589], [-4.069, 2.114, -5.202], [-3.280, 0.592, -5.608], [-1.998, 2.412, -4.131]], "forces_ev_per_angstrom": [[1.1, -0.9, -0.2], [-0.4, 0.2, -0.2], [0.4, 0.3, 0.4], [0.2, -0.3, -0.1], [-0.4, -0.5, -0.3], [-0.1, -0.2, 0.1], [-0.1, 0.0, -0.1], [0.0, 0.0, 0.1], [0.0, 0.1, -0.2], [0.6, 0.6, 0.3], [0.3, 0.3, -0.2], [-0.7, 0.0, -0.7], [0.0, 0.0, 0.0], [0.0, 0.0, 0.0], [0.0, -0.1, 0.1], [0.1, 0.0, 0.0], [0.0, 0.0, 0.0], [0.0, 0.0, 0.0], [0.0, 0.0, 0.0], [0.1, 0.1, 0.1], [0.0, 0.1, 0.0], [0.0, 0.1, 0.0], [-0.1, 0.0, 0.0], [0.0, 0.0, 0.0], [0.0, 0.0, -0.1], [0.0, 0.1, -0.1], [-0.1, -0.6, -0.1], [-0.2, 0.0, 0.4], [0.1, 0.2, 0.1], [0.1, 0.0, 0.0], [0.0, 0.0, 0.0], [0.0, 0.0, 0.0], [0.0, 0.0, 0.0], [0.0, 0.0, 0.0], [0.0, 0.1, 0.1], [0.0, 0.1, -0.1], [0.1, 0.0, -0.1], [0.0, 0.0, 0.0], [0.0, 0.0, -0.1], [-0.1, 0.0, 0.0], [-0.1, -0.1, -0.1], [0.2, 0.1, 0.1], [0.0, -0.1, -0.1], [-0.3, 0.1, -0.1], [0.1, -0.1, -0.1], [-0.1, -0.1, 0.0], [0.2, 0.2, 0.0], [-0.9, 0.3, 0.6], [0.3, 0.0, -0.2], [0.0, 0.0, 0.0], [0.0, 0.0, 0.0], [0.0, 0.0, 0.0], [0.1, 0.0, 0.0], [0.0, 0.0, 0.0], [-0.2, 0.0, 0.1], [0.2, 0.1, 0.3], [-0.1, -0.3, 0.2], [0.0, 0.2, -0.3], [-0.2, 0.0, -0.1], [0.1, 0.0, 0.1], [-0.2, -0.1, -0.1], [0.0, 0.1, 0.0], [-0.1, 0.0, 0.2], [0.1, 0.0, 0.0], [0.0, 0.0, 0.0], [0.0, 0.0, 0.0], [0.0, 0.0, 0.0], [0.1, 0.1, 0.1], [0.0, 0.0, 0.0], [0.1, 0.0, 0.0]]}


{"formula": "ClH2OP", "method": "the ωB97M-V functional and the def2-TZVPD basis", "e_tot_ha": -877.91576, "e_above_lowest_kcal_mol": 57.1, "homo_energy_ev": [-9.372, -9.336], "lumo_energy_ev": [-2.47, -2.58], "fmax_ev_per_a": 3.786, "spin_multiplicity": 1, "species": ["O", "P", "Cl", "H", "H"], "xyz": [[-0.593, 0.970, 0.071], [-0.432, -0.433, -0.685], [1.648, -1.593, 1.378], [-1.543, 1.062, 0.385], [0.921, -0.006, -1.149]], "forces_ev_per_angstrom": [[-2.4, -0.1, 0.2], [3.6, 0.2, 1.2], [-1.5, 0.7, -1.4], [1.6, 0.0, -0.2], [-1.3, -0.8, 0.1]]}


{"formula": "CH7NO2", "method": "the ωB97M-V functional and the def2-TZVPD basis", "e_tot_ha": -247.43348, "e_above_lowest_kcal_mol": 53.9, "homo_energy_ev": -10.067, "lumo_energy_ev": 0.82, "fmax_ev_per_a": 2.529, "spin_multiplicity": 1, "species": ["C", "H", "H", "H", "H", "H", "H", "H", "N", "O", "O"], "xyz": [[1.048, -0.883, 1.917], [0.331, -0.722, 1.087], [1.241, -2.029, 1.970], [1.983, -0.325, 1.799], [-0.395, -0.695, 3.267], [-2.215, 1.786, -2.426], [-0.066, 0.262, -1.998], [-0.108, 0.994, -3.482], [-0.453, 1.032, -2.508], [0.533, -0.340, 3.128], [-1.899, 0.919, -2.754]], "forces_ev_per_angstrom": [[-0.1, -1.2, 0.2], [0.6, 0.1, 0.2], [-0.1, 1.9, 0.1], [-0.2, -0.4, -0.5], [1.7, 0.7, -0.2], [0.3, -0.8, -0.2], [-0.6, -0.9, 0.2], [0.1, -0.1, 1.0], [-0.7, 1.4, -2.0], [-1.9, -1.0, 0.3], [0.9, 0.3, 1.0]]}